75
Properties=species:S:1:pos:R:3:forces:R:3 method="wB97M-V/def2-TZVPD" homo_lumo_gap_ev=4.88 energy_ev=-124187.057 homo_energy_ev=-11.96 charge=+1 de_lowest_ev=0.000 fmax_ev_per_a=3.4
Zn 2.620 1.118 -2.125 -1.9 0.3 2.8
C -1.009 -0.598 -0.694 0.1 0.3 0.5
C 0.422 -0.174 -0.319 -0.8 -1.6 0.0
O 0.966 0.784 -1.172 1.5 0.8 -1.3
H -1.288 -1.342 0.056 -0.1 0.0 0.1
H -1.176 -1.070 -1.660 0.5 0.3 -0.2
H -1.694 0.244 -0.581 0.0 0.0 -0.2
H 0.993 -1.100 -0.203 0.4 0.1 -0.4
H 0.355 0.171 0.718 0.3 0.7 0.0
O -2.623 4.019 -1.370 -0.1 -0.1 0.5
S -2.307 4.235 -2.739 1.4 -0.2 -0.7
O -3.321 4.395 -3.727 0.5 0.3 0.2
O -1.316 5.551 -2.820 -1.2 -1.7 -1.4
C -0.283 5.702 -1.882 0.6 0.6 1.4
C 0.663 6.815 -2.352 -1.1 0.5 0.9
C -1.153 2.893 -3.263 -1.0 0.5 -0.3
H 0.289 4.819 -1.576 -0.2 -0.6 -0.9
H -0.777 5.945 -0.937 0.2 0.5 0.0
H 1.413 6.961 -1.574 0.3 -0.2 -0.3
H 0.076 7.735 -2.327 0.0 0.1 -0.2
H 1.072 6.741 -3.357 0.1 -0.5 0.1
H -0.423 2.767 -2.467 0.2 0.0 -0.3
H -0.806 3.107 -4.274 0.5 0.5 0.3
H -1.697 1.965 -3.441 -0.4 0.1 0.7
O 5.312 -2.113 -0.608 -0.8 -0.7 0.1
S 5.000 -3.290 0.167 1.1 -0.5 0.9
O 5.489 -3.371 1.523 -0.4 0.1 -0.8
O 3.439 -3.507 0.164 -0.5 0.7 0.6
C 2.789 -4.321 1.197 -1.7 -0.8 -1.4
C 1.387 -4.603 0.595 0.2 0.7 -0.5
C 5.503 -4.792 -0.686 0.3 1.8 0.0
H 2.721 -3.865 2.180 0.6 0.2 -0.1
H 3.199 -5.330 1.180 0.8 0.3 0.5
H 0.988 -5.558 0.932 0.0 0.1 0.1
H 1.530 -4.625 -0.487 0.1 -0.5 0.0
H 0.627 -3.825 0.681 0.2 0.1 0.7
H 4.943 -4.861 -1.616 -0.3 -0.4 0.3
H 5.401 -5.564 0.071 0.1 -0.3 -0.4
H 6.525 -4.557 -0.983 0.2 -0.5 0.3
C 4.156 4.126 0.848 0.9 1.5 0.2
C 4.325 4.519 2.126 0.9 -0.2 -0.5
C 3.365 4.236 3.199 -0.4 -1.4 1.6
O 3.552 4.527 4.378 -0.3 -0.2 -2.1
C 2.217 3.379 2.739 -0.4 0.8 1.4
C 1.998 3.088 1.482 0.1 -0.3 -2.4
C 3.039 3.353 0.420 -1.4 -1.7 1.0
O 3.076 2.746 -0.666 -0.1 0.1 -0.6
H 4.845 4.371 0.050 0.4 -0.1 0.3
H 5.276 4.882 2.495 0.0 0.5 -0.3
H 1.438 3.047 3.414 0.3 0.3 0.5
H 1.070 2.601 1.213 0.2 -0.2 -0.3
C -2.292 -4.288 -0.062 0.7 0.7 -0.4
C -1.933 -3.894 -1.294 -0.7 1.6 1.8
C -1.697 -4.746 -2.424 -0.9 -0.2 -1.0
O -1.890 -4.307 -3.551 0.8 -0.9 0.7
C -1.433 -6.131 -1.994 1.3 -1.1 -0.4
C -1.617 -6.558 -0.749 -2.0 -0.1 0.6
C -2.273 -5.710 0.325 0.9 -0.2 -0.7
O -2.624 -6.139 1.396 0.0 0.0 -0.2
H -2.376 -3.517 0.692 -0.5 -0.2 0.2
H -1.905 -2.829 -1.478 0.0 -0.1 -0.2
H -0.962 -6.892 -2.605 -0.4 0.3 -0.8
H -1.646 -7.626 -0.573 0.6 0.0 0.3
C -4.989 -0.481 2.112 1.5 0.5 -0.5
C -4.014 0.335 1.622 0.3 -1.6 0.0
C -3.851 1.759 1.985 -1.2 1.2 0.8
O -3.049 2.631 1.675 0.1 -1.8 -0.5
C -4.907 2.147 2.940 -1.4 0.4 1.1
C -5.908 1.372 3.386 0.1 1.0 0.2
C -6.094 -0.004 2.959 -0.2 -0.3 -0.1
O -7.055 -0.681 3.266 0.5 0.1 -0.1
H -4.891 -1.550 1.980 -0.3 0.0 -0.3
H -3.235 -0.182 1.077 0.2 0.3 -0.2
H -4.920 3.162 3.314 0.4 0.1 -0.2
H -6.646 1.755 4.078 0.0 0.1 0.0